ORCA calculation (ωB97M-V with the def2-TZVPD basis set) on 6 unconnected molecules or ions with the total composition C36H73F6N3O5.

Last column: Löwdin charge in e.
Atoms and positions in Å:
C -0.857960 0.690874 0.402695  -0.3248
C 2.260384 4.222200 -0.389099  -0.1857
C 7.191750 1.040800 -1.204606  -0.0308
C 5.791493 1.726616 -0.789750  -0.1847
C 1.056245 -1.558398 5.486386  -0.1258
C -5.847609 -3.926484 -0.549885  -0.4106
C 2.369820 2.198147 -2.466908  -0.0805
C -3.630763 5.508312 -3.527083  -0.4360
H -1.903903 0.853048 3.845214  0.1350
H 1.519490 -1.022565 6.270816  0.1249
H 1.455207 3.681311 0.403605  0.1621
H -1.684717 0.518636 -3.714465  0.0786
H 4.047525 3.206782 0.328926  0.1163
H -5.443657 1.501094 -0.524737  0.0683
H 1.545165 0.713151 2.897509  0.1640
H 4.038944 3.982309 -1.319392  0.1449
H 3.701754 0.746837 0.507853  0.1550
C 2.833965 -1.109521 3.213621  -0.1090
H -0.418425 -0.081484 -4.636609  0.1110
C 1.055841 2.958069 -2.140948  -0.1659
C 3.262344 -2.109431 4.255422  -0.1623
H 4.401751 0.502225 -1.756480  0.0912
H 1.832604 -3.309039 -3.621689  0.1024
C 1.873159 0.050815 3.853806  -0.0590
H 2.321130 0.841293 4.646268  0.1799
C -0.014416 0.672766 5.100868  -0.1346
H -2.971508 -0.336675 2.815525  0.0894
H 6.089446 2.745714 -0.441204  0.1238
H 5.597801 1.089563 0.070847  0.0787
H -4.801248 -1.114704 2.876700  0.1200
H -1.737040 -3.900950 -3.047799  0.1669
H 0.333643 -2.097488 2.967297  0.1034
C -0.934638 -3.317475 -3.689557  -0.1160
H -2.851782 -1.238930 0.543905  0.1124
H -0.849938 -2.849207 -0.996852  0.1348
C -3.060584 4.360242 -2.623450  -0.3776
H 7.830688 1.277126 -0.487714  0.0290
H 1.059985 -2.621100 -0.982381  0.1397
H -2.317022 -2.703398 1.354914  0.1545
O -3.651541 -3.321631 -1.211105  0.1526
H 0.784703 -6.055092 0.140731  0.0509
H 1.463434 -4.396659 0.588566  0.1154
C 2.763759 1.118074 -0.163682  0.0113
H -5.814709 3.278923 -0.039658  0.1249
C -1.556787 2.723191 4.790350  -0.1164
C -0.502682 -1.007552 -2.665764  -0.0722
C -1.594420 -2.585640 -4.892535  -0.1643
H 1.504648 -3.182426 4.305031  0.0882
H -2.603211 -3.075041 -5.252565  0.1651
F -2.482666 6.357339 -3.547483  0.0710
C -3.662726 -1.363868 2.614458  -0.0655
H -0.411224 2.078797 3.370799  0.1019
C -3.300063 -2.058809 1.211197  -0.1882
O -4.010547 3.952713 -1.712327  0.0099
H 0.296194 -0.295291 -2.316395  0.1050
H 5.136695 2.006351 -2.542051  0.1514
H -3.517691 -2.032219 3.459837  0.0399
H -0.717681 3.315187 4.903695  0.0504
H -0.159261 -5.289005 -1.895678  0.0896
O -4.480229 -2.693833 0.782923  0.0749
C 4.555169 1.501425 -1.758276  -0.1128
H 2.036150 1.790877 0.275904  0.0563
H 0.366099 4.715715 -1.623883  0.0959
H 2.520708 -1.696130 2.449572  0.0812
H -4.930870 2.063772 0.923673  0.0740
H -0.564977 -4.211560 -4.224270  0.1372
H 3.555444 -2.974723 3.746966  0.1043
H -2.098152 3.257021 3.983652  0.0989
H -0.993703 0.813525 -0.660717  0.0166
C 0.588366 -5.007609 0.029110  -0.1003
H -0.779595 0.373264 5.929157  0.1705
H -1.341388 -1.144501 -1.867012  0.1463
C 2.032408 -2.607000 5.003443  -0.1560
H -1.696823 0.321557 0.906376  0.0077
H 0.372413 2.115246 -1.610629  0.1372
F -6.975662 -3.319789 0.031108  0.1259
H -0.592283 -4.937061 0.380904  0.1323
C 1.296084 -2.363974 -3.670013  -0.0065
H 7.667753 1.466229 -2.160757  0.1231
F -5.619291 -5.179975 -0.148745  0.1648
C -4.483132 -3.253157 -0.347525  -0.4581
N 0.670474 -0.514038 4.481540  -0.2694
H 7.086931 0.117542 -1.325968  -0.0122
O -2.027965 3.857755 -2.750352  0.1754
H 1.274374 -2.083728 -4.688368  0.0939
H 3.974150 -1.851203 4.981234  0.1107
H -3.113757 2.126878 -1.075142  0.1058
H 2.256649 -3.343184 5.742000  0.1290
H 3.662179 -0.639523 2.990397  0.0518
C 0.449105 -4.553120 -1.433573  -0.2825
H 2.091599 0.333021 -0.774948  0.1296
N 0.038008 -2.417164 -2.930560  -0.2414
H 2.854517 2.747860 -3.260236  0.1359
H -2.201009 2.482630 5.666759  0.1065
H -0.561741 -0.679074 2.732675  0.0603
F -6.126020 -4.197589 -1.891081  0.1070
H 2.090322 1.162098 -2.636264  0.0976
C -3.749056 2.925769 -0.675354  -0.1893
C 3.527715 3.404342 -0.564829  -0.1406
H 1.776288 5.342352 -2.236998  0.1601
H 1.307539 -4.863347 -2.015107  0.0975
C -0.921781 1.519962 4.167736  -0.2742
H 0.649652 1.419643 5.693156  0.1639
H 2.610319 5.137140 0.217459  0.1457
H -0.288892 1.524991 0.805731  0.0404
H -2.911486 -1.542276 -3.853057  0.0556
H -3.127050 3.343009 0.045835  0.0979
H -2.401200 -0.841476 -5.531748  0.1457
C -2.267001 -1.248103 -4.508098  -0.1898
C -5.043124 2.420021 -0.114960  -0.0641
F -3.915023 5.168513 -4.784566  0.1894
H 0.308518 3.232156 -3.009339  0.1359
F -4.603905 6.219078 -2.926295  0.1705
O 0.003579 -0.435862 0.420490  -0.4443
H 2.096543 -1.772985 -3.095453  0.1310
C -1.210021 -0.355338 -3.959405  -0.1508
H -0.964369 -1.804257 4.165765  0.1259
H -0.842293 -2.377941 -5.742154  0.1374
C -0.185325 -1.319627 3.534882  0.0079
C 1.420361 4.408292 -1.649603  -0.1905
C 0.157025 -3.018302 -1.535577  -0.1271
H 0.335198 -2.085981 6.060176  0.1356
N 3.276334 2.063321 -1.184753  -0.2850

Cartesian forces (eV/Å) of the 6 atoms listed first:
3.438 -2.558 -1.091
-2.722 -0.028 4.215
-2.599 8.160 -3.984
1.445 -1.633 1.072
2.427 0.366 1.505
-2.050 -1.499 -2.375

Output
Total charge   +2
LUMO level   -4.07 eV
Orbital gap   0.268 Ha
Relative energy (zero: lowest compared OMol25 entry of this formula, charge and spin)   13.5 kcal per mole